[1]
{
  "formula": "CH5F2N2O2PS",
  "method": "ωB97M-V/def2-TZVPD",
  "homo_energy_ev": -10.6,
  "molar_mass_g_mol": 178.10,
  "homo_lumo_gap_ev": 11.039,
  "relative_energy_kj_mol": 0.5,
  "species": ["C", "N", "N", "O", "O", "F", "F", "P", "S", "H", "H", "H", "H", "H"],
  "coordinates": [[1.5909, -0.1345, -1.9771], [0.1322, 1.0348, -0.0646], [-1.2815, -0.3874, 2.3451], [-0.7560, -1.1313, -1.2214], [1.0402, -1.2442, 0.3807], [-0.7923, 2.2894, 1.8489], [-2.4488, 1.1145, 0.4938], [-0.9708, 0.9486, 1.0387], [0.4013, -0.4909, -0.6623], [2.3848, 0.2425, -1.4613], [2.0403, -1.1032, -2.4503], [1.2897, 0.6917, -2.5265], [-0.4671, -1.0562, 2.1930], [-2.1631, -0.7738, 2.0632]]
}


[2]
{
  "formula": "C6H19NO3",
  "method": "ωB97M-V/def2-TZVPD",
  "homo_energy_ev": -8.9,
  "molar_mass_g_mol": 153.22,
  "homo_lumo_gap_ev": 9.472,
  "relative_energy_kj_mol": 100.4,
  "smiles": "CCCNC[C@@H](C)O.O.O",
  "species": ["C", "N", "C", "C", "C", "O", "C", "C", "H", "H", "H", "H", "H", "H", "H", "H", "H", "H", "H", "H", "H", "H", "H", "H", "H", "O", "H", "H", "O"],
  "coordinates": [[-0.2716, 1.5106, -1.1503], [0.2659, 1.2586, 0.1915], [1.0849, 0.0479, 0.2771], [0.3850, -1.0228, 1.1301], [1.3091, -2.1992, 1.3998], [0.0038, -0.4481, 2.3723], [-1.0160, 0.3606, -1.8197], [-2.3785, 0.0848, -1.1703], [-0.9765, 2.3561, -1.1247], [0.4503, 1.9611, -1.8493], [0.8000, 2.0853, 0.4185], [1.3583, -0.3571, -0.6992], [2.0297, 0.2811, 0.7694], [-0.5743, -1.3548, 0.7332], [1.6553, -2.6529, 0.4669], [2.1838, -1.8770, 1.9613], [0.7667, -2.9394, 1.9687], [0.4839, 0.3146, 2.7081], [-0.3784, -0.5192, -1.7659], [-1.1521, 0.6921, -2.8472], [-3.1825, 0.4827, -1.7895], [-2.6287, -0.9830, -1.1619], [-2.3557, 0.3757, -0.1309], [-1.3818, 2.3234, 3.6584], [-1.4224, 0.7757, 3.4704], [-0.9242, 1.5039, 3.8554], [2.6828, -0.4626, -3.1244], [1.3457, -1.1613, -3.1603], [1.8373, -0.4368, -3.5876]]
}


[3]
{
  "formula": "C15H20N3O3Pt",
  "method": "ωB97M-V/def2-TZVPD",
  "homo_energy_ev": -10.8,
  "molar_mass_g_mol": 485.42,
  "homo_lumo_gap_ev": 7.642,
  "total_charge": 1,
  "species": ["Pt", "C", "C", "O", "C", "C", "C", "C", "C", "C", "O", "H", "H", "H", "H", "H", "H", "H", "C", "N", "C", "C", "N", "C", "H", "H", "H", "H", "H", "H", "C", "N", "C", "C", "O", "H", "H", "H", "H", "H", "H", "H"],
  "coordinates": [[-0.2402, 0.0063, -0.5552], [0.7272, -4.0626, 0.1819], [-0.1237, -2.8422, -0.0246], [0.5505, -1.7843, -0.1889], [-1.5512, -2.9230, 0.0120], [-2.1457, -4.2150, 0.0770], [-3.4940, -4.3958, 0.1163], [-4.3315, -3.2627, 0.0982], [-3.8089, -2.0033, 0.0463], [-2.4113, -1.7807, 0.0071], [-2.0362, -0.5338, -0.0200], [1.7709, -3.7649, 0.2159], [0.5843, -4.7614, -0.6433], [0.4586, -4.5732, 1.1054], [-1.5047, -5.0845, 0.0865], [-3.9143, -5.3898, 0.1609], [-5.4062, -3.3902, 0.1208], [-4.4439, -1.1282, 0.0299], [3.9743, 1.6211, -3.6558], [3.2524, 1.1362, -2.4858], [3.8093, 0.6248, -1.3400], [2.7769, 0.2770, -0.5281], [1.6009, 0.5793, -1.1689], [1.9206, 1.0831, -2.3483], [5.0352, 1.6362, -3.4251], [3.6538, 2.6306, -3.9019], [3.8049, 0.9628, -4.5050], [4.8739, 0.5584, -1.2053], [2.7859, -0.1451, 0.4602], [1.2247, 1.4192, -3.0982], [-1.8885, 4.8901, 1.7072], [-1.2708, 3.5755, 1.8756], [-1.2633, 2.9100, 3.1759], [-0.7507, 2.9452, 0.8359], [-0.2247, 1.8225, 0.9116], [-2.0911, 5.3091, 2.6878], [-2.8304, 4.8197, 1.1634], [-1.2168, 5.5670, 1.1820], [-1.4906, 3.6397, 3.9469], [-0.2828, 2.4781, 3.3617], [-2.0036, 2.1100, 3.2048], [-0.7988, 3.5046, -0.1065]]
}


[4]
{
  "formula": "C4H6ClF",
  "method": "ωB97M-V/def2-TZVPD",
  "homo_energy_ev": -9.9,
  "molar_mass_g_mol": 108.54,
  "homo_lumo_gap_ev": 10.819,
  "relative_energy_kj_mol": 223.1,
  "smiles": "C[C@@H]1C[C@]1(F)Cl",
  "species": ["C", "C", "C", "C", "H", "H", "H", "H", "H", "H", "F", "Cl"],
  "coordinates": [[1.2630, -0.6265, -0.6191], [0.2676, 0.4786, -0.2035], [-0.3809, 0.4094, 1.2162], [-1.1756, 0.4787, -0.1458], [2.3607, -0.4879, -0.3074], [0.8353, -1.6670, -0.2566], [1.2351, -0.7332, -1.6786], [0.5576, 1.4847, -0.5249], [-0.6748, -0.7926, 1.5974], [-0.3564, 1.2069, 1.7810], [-1.9593, 1.3861, -0.7045], [-1.9724, -1.1372, -0.1542]]
}


[5]
{
  "formula": "C3H12NO",
  "method": "ωB97M-V/def2-TZVPD",
  "homo_energy_ev": -14.6,
  "molar_mass_g_mol": 78.13,
  "homo_lumo_gap_ev": 11.269,
  "total_charge": 1,
  "relative_energy_kj_mol": 113.1,
  "species": ["C", "O", "H", "H", "H", "H", "C", "C", "N", "H", "H", "H", "H", "H", "H", "H", "H"],
  "coordinates": [[2.3700, -1.6831, -0.2022], [1.3557, -0.7810, -0.8351], [3.3012, -1.5878, -0.7391], [2.0854, -2.7082, -0.3989], [2.3163, -1.3792, 0.8316], [1.7651, -0.7324, -1.7119], [-1.5080, -0.0075, 1.1700], [-1.5685, 1.3124, 0.4138], [-0.6315, 1.2754, -0.7714], [-2.2604, 0.0151, 1.9578], [-0.5548, -0.1662, 1.6667], [-1.7802, -0.8118, 0.4876], [-1.1909, 2.0911, 1.0736], [-2.5830, 1.5025, 0.0894], [-0.6988, 0.4367, -1.3546], [-0.7009, 2.1091, -1.3485], [0.2833, 1.1148, -0.3288]]
}


[6]
{
  "formula": "H80O40",
  "method": "ωB97M-V/def2-TZVPD",
  "homo_energy_ev": [-11.9, -11.9],
  "molar_mass_g_mol": 720.60,
  "homo_lumo_gap_ev": [8.446, 1.886],
  "total_charge": 1,
  "relative_energy_kj_mol": 560.8,
  "s2": 0.756,
  "spin_multiplicity": 2,
  "species": ["H", "H", "O", "H", "H", "O", "H", "H", "O", "H", "H", "O", "H", "H", "O", "H", "O", "H", "O", "H", "H", "O", "H", "H", "O", "H", "H", "O", "H", "H", "O", "H", "O", "H", "H", "O", "H", "H", "O", "H", "H", "O", "H", "H", "O", "H", "H", "O", "H", "H", "O", "H", "O", "H", "H", "O", "H", "O", "H", "H", "O", "H", "H", "O", "H", "H", "O", "H", "H", "O", "H", "H", "O", "H", "H", "O", "H", "H", "O", "H", "H", "O", "H", "H", "O", "H", "H", "O", "H", "O", "H", "H", "O", "H", "H", "H", "H", "H", "H", "O", "H", "H", "O", "H", "H", "O", "H", "H", "O", "H", "H", "O", "H", "H", "O", "H", "H", "O", "H", "H"],
  "coordinates": [[0.9543, 0.3626, 0.4845], [0.1821, -0.9408, 1.0702], [0.6068, -0.5488, 0.3021], [4.0012, 3.5585, 0.6609], [4.7551, 2.2718, 0.4916], [4.9044, 3.2329, 0.4476], [-5.3218, -1.3213, -1.3333], [-4.5632, -0.2513, -2.3402], [-4.9102, -0.4631, -1.4365], [1.9356, 0.7693, 2.7453], [0.6481, 0.1393, 3.5267], [1.6415, 0.0984, 3.3673], [-1.9665, -1.9429, -3.5544], [-3.1324, -2.7286, -4.3389], [-2.9045, -2.1738, -3.5923], [3.6794, 2.4655, 2.3105], [4.0813, 1.8585, 2.9653], [-1.5691, -1.3295, 3.5035], [-0.8190, -0.7688, 3.2601], [-3.0799, -0.3498, 0.7950], [-1.9164, -0.0201, 1.6825], [-2.5859, 0.4177, 1.1483], [3.3688, -3.8481, 1.2031], [4.8684, -3.6677, 1.0871], [4.0649, -3.5747, 0.5590], [1.4667, -0.5221, 5.2783], [0.7823, -1.6897, 5.9957], [1.6265, -1.2446, 5.8636], [2.7676, 2.2782, -1.7652], [3.3337, 3.6040, -1.3339], [2.5754, 2.9712, -1.1166], [-2.6957, -5.7150, -0.9268], [-2.3164, -4.9130, -0.5117], [-5.7010, 2.4671, -0.1516], [-5.8554, 0.8839, -0.2554], [-6.0477, 1.7322, -0.6517], [2.7065, -5.1640, 3.2100], [3.1010, -5.7074, 1.7775], [2.7290, -4.9710, 2.2612], [-2.2757, -1.6820, -1.4316], [-0.7139, -1.1030, -1.1211], [-1.5098, -0.9734, -1.6378], [3.0591, 5.1985, -1.5516], [4.5408, 5.2462, -0.9626], [4.0191, 5.1001, -1.7453], [3.3986, 1.5055, -4.4357], [4.0741, 0.5415, -3.3025], [3.2687, 0.9337, -3.6465], [0.6900, 3.1886, -2.0869], [0.0616, 2.6536, -3.4909], [0.2788, 2.4681, -2.5616], [-3.8948, -0.9263, -3.9129], [-4.7723, -0.4986, -4.1217], [-1.7350, 4.3008, -2.7084], [-2.3795, 4.2783, -1.2604], [-1.8308, 4.7813, -1.8758], [0.8560, 1.1468, -5.0859], [0.5505, 1.4938, -5.9315], [0.6265, -3.6859, 4.0477], [1.7123, -3.6592, 5.2620], [1.1947, -4.2234, 4.6686], [-3.7650, -1.8594, 2.8841], [-3.7725, -3.1136, 3.6624], [-3.1376, -2.4450, 3.3622], [-3.4721, 0.9807, 2.7919], [-4.1104, 1.8042, 3.9675], [-4.3048, 1.3361, 3.1469], [3.2595, -0.7323, -0.3896], [4.5217, -0.9057, 0.3171], [4.1511, -0.3437, -0.3807], [-2.8775, -2.6976, 0.3468], [-3.4058, -1.1493, -0.0380], [-3.2621, -2.0959, -0.3208], [-1.8345, -3.0995, 2.0892], [-1.4821, -4.3813, 1.3363], [-1.2830, -3.4327, 1.3587], [0.2841, 5.2176, -0.4350], [-0.2197, 5.4508, -1.8013], [0.6245, 5.5974, -1.2492], [-2.6060, 1.9837, -0.8727], [-2.0691, 0.7674, -1.6040], [-2.2893, 1.7131, -1.7428], [1.3897, -1.6679, -2.4226], [0.2045, -0.9922, -3.0551], [0.7886, -1.7531, -3.1741], [2.9445, 0.4411, 0.7888], [2.6042, 1.7020, 0.0161], [2.4228, 1.2551, 0.9143], [-1.7313, 1.2503, -3.4782], [-2.1310, 1.3238, -4.3342], [2.1651, 1.6008, 4.8057], [1.4720, 1.0651, 6.1263], [1.2974, 1.3590, 5.2094], [-5.4673, -1.0134, -3.6755], [4.9968, 2.1618, 2.9135], [-0.0884, 0.8202, -6.2278], [-0.0799, -1.4298, 3.1709], [-1.4862, -4.8944, -0.9970], [-2.6160, 2.1573, -4.2860], [0.1082, 2.5181, 2.9360], [0.5409, 2.0757, 2.1830], [0.7186, 2.5329, 3.6606], [1.0592, -2.5649, 2.8891], [1.5260, -2.5452, 2.0354], [1.8386, -2.2282, 3.4491], [2.9926, 3.3290, -4.7849], [2.2347, 3.8398, -5.1112], [2.7848, 3.4022, -3.8367], [-3.3469, 0.1450, 5.4749], [-3.5752, -0.7633, 5.2381], [-2.4677, 0.2712, 5.0936], [1.4113, -5.9640, 0.4496], [1.3204, -5.0534, 0.1760], [0.5283, -6.3392, 0.4952], [-0.9054, 3.8521, -4.7683], [-1.8043, 4.1817, -4.7690], [-0.7800, 2.9925, -5.1866], [1.6343, -3.9389, -1.4678], [2.0994, -4.5088, -2.0925], [2.3736, -3.4679, -1.0619]]
}


[7]
{
  "formula": "C4H10OSi2",
  "method": "ωB97M-V/def2-TZVPD",
  "homo_energy_ev": -9.2,
  "molar_mass_g_mol": 130.29,
  "homo_lumo_gap_ev": 9.686,
  "relative_energy_kj_mol": 142.9,
  "species": ["C", "C", "C", "C", "O", "Si", "Si", "H", "H", "H", "H", "H", "H", "H", "H", "H", "H"],
  "coordinates": [[2.7289, -0.7272, -0.2410], [-0.4438, 2.6859, -0.4614], [1.4847, -0.8854, -0.7452], [0.5379, 1.7222, -0.2072], [-1.4245, -0.6404, -0.1269], [-2.6595, -1.4339, 0.6654], [0.0963, -0.0916, 0.1765], [3.5531, -1.3066, -0.7778], [2.9152, -0.0418, 0.5089], [-0.1110, 3.6786, -0.7406], [-1.4988, 2.6114, -0.4584], [1.2955, -1.5654, -1.5282], [1.5803, 1.8980, -0.4301], [-3.0713, -0.5474, 1.7125], [-2.1127, -2.7212, 0.9198], [-3.4467, -2.0110, -0.3640], [0.5764, -0.6243, 2.0977]]
}


[8]
{
  "formula": "C2H10NO",
  "method": "ωB97M-V/def2-TZVPD",
  "homo_energy_ev": -14.0,
  "molar_mass_g_mol": 64.11,
  "homo_lumo_gap_ev": 10.223,
  "total_charge": 1,
  "relative_energy_kj_mol": 213.8,
  "species": ["C", "O", "H", "H", "H", "H", "C", "N", "H", "H", "H", "H", "H", "H"],
  "coordinates": [[-1.9190, -0.9966, 0.3415], [-1.5735, 0.2167, -0.2182], [-2.2327, 0.4523, -0.9817], [-1.4773, -1.0661, 1.3343], [-3.0369, -1.1765, 0.2305], [-1.7600, -1.8478, -0.4037], [2.0550, 0.3408, -0.7267], [1.4082, 0.5010, 0.6341], [1.4406, -0.2897, 1.2233], [2.0350, 1.2302, 1.1317], [0.3930, 0.4865, 0.5560], [1.8089, -0.5758, -1.2688], [3.1295, 0.3042, -0.8147], [1.6145, 1.1769, -1.3881]]
}